[1]
14
Properties=species:S:1:pos:R:3:forces:R:3 method="wB97M-V/def2-TZVPD" spin_multiplicity=1 total_charge=0 relative_energy_kcal_mol=80.3 e_homo_ev=-8.963 smiles="CSN(O)C(C)=O" homo_lumo_gap_ev=9.5
C 1.440601 1.115219 1.649512 1.693 -0.239 0.023
S 0.425956 -0.302528 1.994328 -1.331 -0.508 -1.748
N 0.021161 -0.473073 0.224496 -1.110 0.078 4.024
O 0.958571 -1.093777 -0.519850 0.932 0.784 -1.175
C -1.302284 -0.225927 -0.197762 2.962 0.337 -1.976
C -1.292949 -0.322646 -1.735036 0.327 2.696 1.775
O -2.105628 0.263622 0.521528 -1.327 0.077 0.690
H 2.457400 0.627172 1.516521 -0.959 1.442 -0.378
H 1.501551 1.883294 2.433915 -0.234 -0.489 -0.051
H 0.971535 1.538417 0.749929 0.760 0.064 0.306
H 0.775778 -2.019036 -0.559964 -0.310 -1.257 0.195
H -0.408409 0.320131 -2.061768 -1.466 -0.987 0.038
H -1.183653 -1.309085 -1.974010 0.607 -2.564 -1.097
H -2.259628 -0.001782 -2.041839 -0.543 0.566 -0.626



[2]
23
Properties=species:S:1:pos:R:3:forces:R:3 method="wB97M-V/def2-TZVPD" spin_multiplicity=1 total_charge=0 relative_energy_kcal_mol=49.7 e_homo_ev=-8.731 smiles="C1=NCC[C@H](SNCC2=NS2)C1" homo_lumo_gap_ev=8.8
C 2.914366 -1.225443 -0.679903 -2.971 0.326 1.904
N 2.502154 -1.981377 0.292585 2.618 0.115 -2.443
C 1.401971 -1.655508 1.159885 0.998 1.668 -1.414
C 1.165606 -0.133846 1.094992 -2.792 0.370 0.186
C 0.889096 0.402496 -0.342745 1.016 -1.795 0.303
S -0.762171 -0.133352 -0.900737 0.591 0.149 -0.239
N -1.516396 1.411210 -0.705669 -0.458 0.320 0.252
C -2.600034 1.442203 0.266216 0.003 -1.222 -0.330
C -3.509300 0.309486 0.040689 -0.834 0.676 1.291
N -3.678351 -0.734077 -0.550477 -0.526 -0.758 -0.385
S -5.126542 -0.163832 0.652152 0.485 -0.139 -0.360
C 2.135383 0.022842 -1.167913 0.838 -0.088 -1.720
H 3.812752 -1.387484 -1.259474 0.224 -0.724 0.196
H 1.649876 -2.143630 2.089464 -0.051 0.631 0.740
H 0.528164 -2.160557 0.825647 -0.995 -0.467 -0.490
H 0.243312 0.090157 1.686174 0.858 0.089 -0.084
H 1.958988 0.498761 1.384312 1.252 0.191 1.158
H 0.814993 1.459860 -0.476107 -0.226 0.729 0.764
H -1.965072 1.605003 -1.582914 0.150 0.339 -0.558
H -3.212396 2.304208 0.332747 -0.560 1.382 -1.235
H -2.349393 1.476099 1.297368 1.172 -0.812 1.073
H 2.908806 0.909462 -1.208711 -1.588 -1.510 -0.037
H 1.794181 -0.212686 -2.247586 0.795 0.531 1.426